No. 1
# C32H94Br3N16O7P5

7 unconnected molecules or ions with the total composition C32H94Br3N16O7P5 (wB97M-V/def2-TZVPD, OMol25).

Calculated values
SMILES: CN(C)P(=O)(N(C)C)N(C)C.CN(C)P(=O)(N(C)C)N(C)C.CN(C)P(=O)(N(C)C)N(C)C.CN(C)P(=O)(N(C)C)N(C)C.CN(C)P(=O)(N(C)C)N(C)C.C[N+](=O)[O-].BrC(Br)Br
Kohn-Sham gap: 7.598 eV
Highest occupied orbital energy: -7.67 eV
E_LUMO: -0.07 eV

Structure (ORCA input):
```
! RIJCOSX wB97M-V def2-TZVPD def2/J DEFGRID3
* xyz 0 1
Br 1.51131 -4.04089 8.35453
Br 1.49206 -1.40923 6.40915
Br -0.57309 -1.51791 9.07136
P -0.03419 -0.94828 -3.76946
P 0.02143 0.54923 2.57302
P -6.67053 -1.92407 1.89910
P 4.97210 -3.64132 0.58076
P 3.98795 6.27854 -2.80826
O -3.33624 -1.33633 6.44066
O -4.91582 -0.01909 7.32293
O -6.74211 -0.70626 2.80506
O 3.29329 5.59830 -3.92142
O 0.78033 -1.17291 -2.53858
O 6.22809 -4.26316 0.99803
O 1.37595 0.43794 3.14479
N 3.59773 7.95830 -2.71101
N 3.58564 5.56966 -1.35674
N -0.86246 1.42422 3.78912
N -5.61219 -1.64426 0.60044
N -4.40752 -0.72310 6.46204
N -8.10905 -2.26948 1.08282
N 3.72220 -4.78484 0.51596
N 5.11226 -3.22752 -1.10977
N -6.18644 -3.42305 2.61038
N 5.73041 6.10075 -2.85257
N -0.90744 -0.93158 2.36210
N -0.19724 1.50838 1.16943
N 0.62534 -1.83496 -5.16525
N -0.05328 0.68349 -4.25504
N 4.45124 -2.18184 1.36526
N -1.65171 -1.39013 -3.63455
C -7.03261 -4.03916 3.60496
C 0.45416 1.68674 -3.40797
C 0.54406 -3.28941 -5.13866
C -2.46033 -1.55019 -4.80284
C 4.06751 -2.61731 -1.91550
C -1.62877 1.81161 0.83826
C 1.61717 -1.26836 -6.12792
C 3.94791 -6.21609 0.44893
C 2.37955 4.71157 -1.29505
C -2.31818 -1.09247 2.47499
C 6.38432 4.76031 -3.17092
C 3.47775 8.64878 -3.96749
C 6.33035 -3.61315 -1.87058
C -8.49840 -3.58164 0.41694
C 6.68811 7.22217 -2.94311
C 2.29857 -4.54859 0.19346
C -0.20373 -1.96753 1.70770
C -0.72341 1.19254 -5.46217
C -5.48947 -2.60352 -0.47942
C 1.19925 -2.08430 8.23167
C 5.24101 -0.97275 1.22363
C -5.23927 -0.26555 0.22056
C 3.97611 8.78816 -1.65045
C 3.90971 -2.16706 2.70333
C -0.98795 0.73135 5.05643
C -9.23194 -1.38304 1.26603
C -0.62154 2.87220 3.89645
C -5.21684 -0.73725 5.23886
C 4.43100 5.70721 -0.09992
C 0.78504 1.60757 0.13484
C -4.82058 -3.92858 2.72566
C -2.35627 -1.30796 -2.37793
H -1.38890 -0.28201 5.07705
H -6.24666 -0.82684 5.58464
H 6.22411 8.11281 -3.36686
H -4.88322 0.34235 1.05230
H -1.80435 2.76390 0.33784
H -2.02114 1.07193 0.14039
H -2.19566 1.85522 1.76823
H 0.93981 -3.56043 -4.15987
H 5.40258 6.18526 -0.22485
H 3.10596 9.67024 -3.88698
H 1.72323 1.95604 0.56665
H -4.96054 0.03246 4.51089
H -4.97800 -1.63838 4.67404
H 2.13437 -4.68360 -0.87561
H -4.65950 -4.62475 3.54877
H -1.48807 3.34882 4.35476
H 1.09231 -3.77186 -5.94783
H 3.63923 8.49813 -0.65522
H 4.47527 8.65721 -4.40680
H 1.88336 -1.63457 8.95128
H -6.86671 -5.11116 3.71171
H 4.14489 -1.53073 -1.87739
H 1.69187 5.05865 -0.52386
H -4.57631 -4.51026 1.83680
H 5.05909 8.84294 -1.53980
H -3.14398 -0.70242 -4.84760
H 4.02677 -3.04321 -2.91802
H -0.38323 -2.99891 2.01124
H -4.71452 -2.13950 -1.08953
H 6.37236 -3.18878 -2.87370
H -0.40940 2.10931 -2.89436
H 6.84310 4.82116 -4.15779
H -8.01605 -3.97517 3.13928
H -4.06244 -3.14545 2.71981
H 5.63053 3.97588 -3.23854
H -4.48109 -0.20489 -0.56019
H 6.31274 -4.69973 -1.95503
H -3.28408 -1.86393 -2.51268
H 3.63887 -1.15466 3.00298
H -0.33682 -1.96397 0.62586
H -0.46032 -3.59608 -5.43067
H -3.08766 -2.43604 -4.70374
H -2.91101 -0.28621 2.90697
H 1.41686 -1.63020 -7.13640
H 4.71421 4.75263 0.34353
H 0.53354 2.45105 -0.50812
H 1.15447 1.24839 -2.69697
H 0.21007 2.99160 4.59091
H 5.76886 -1.07090 0.27503
H -1.81619 -1.74360 -1.53732
H 1.69023 -5.25015 0.76428
H 3.08304 -2.92984 -1.56731
H -9.49017 -3.88547 0.75189
H -0.05501 0.73641 5.62008
H 6.89604 4.43958 -2.26352
H -6.14917 0.22587 -0.12395
H 5.97833 -0.88784 2.02191
H -2.53042 -1.86579 3.21326
H -7.07079 -3.50470 4.55417
H 3.00356 -2.76556 2.79715
H 4.98192 -6.42720 0.72164
H -8.99610 -0.34936 1.01307
H -7.70346 -4.28978 0.65085
H 6.94545 7.58011 -1.94624
H 2.62244 -1.60021 -5.86830
H 7.24762 -3.31293 -1.36403
H -1.94301 -1.56360 -5.76216
H 1.96613 -3.52162 0.34486
H 0.85276 0.80415 -0.59867
H 3.73632 -6.62246 -0.54011
H -1.52501 1.38736 5.74151
H 1.73744 4.69424 -2.17567
H 4.71492 -2.57190 3.31639
H -8.45807 -3.36087 -0.64970
H -9.96501 -1.77680 0.56200
H -2.63673 -0.26374 -2.23986
H -9.59516 -1.58227 2.27423
H -0.40377 3.40228 2.96925
H 3.91428 6.17398 0.73866
H -0.00125 1.84964 -5.94674
H 2.58113 3.68790 -0.97950
H -5.20016 -3.59394 -0.12805
H 4.64174 -0.06515 1.29602
H 1.70057 -0.18156 -6.12503
H -6.48630 -2.54535 -0.91650
H 7.63838 7.09181 -3.46088
H 0.93443 2.49551 -3.95873
H 3.39068 -6.72716 1.23403
H -1.63527 1.71683 -5.17628
H 0.87008 -1.89633 1.88078
H -2.71880 -1.20306 1.46733
H -1.04812 0.46246 -6.20356
H 2.77924 8.03000 -4.53077
H 3.61170 9.81311 -1.71959
*
```

Atom charges from the Löwdin analysis, given in e for atoms 1 to 99:
1 Br 0.513
2 Br 0.610
3 Br 0.491
4 P 0.629
5 P 0.649
6 P 0.619
7 P 0.602
8 P 0.575
9 O 0.031
10 O 0.066
11 O -0.308
12 O -0.303
13 O -0.305
14 O -0.291
15 O -0.292
16 N -0.315
17 N -0.267
18 N -0.316
19 N -0.312
20 N -0.422
21 N -0.324
22 N -0.296
23 N -0.306
24 N -0.305
25 N -0.287
26 N -0.291
27 N -0.290
28 N -0.302
29 N -0.321
30 N -0.304
31 N -0.320
32 C -0.124
33 C -0.144
34 C -0.124
35 C -0.143
36 C -0.128
37 C -0.091
38 C -0.101
39 C -0.128
40 C -0.111
41 C -0.140
42 C -0.081
43 C -0.118
44 C -0.111
45 C -0.080
46 C -0.132
47 C -0.118
48 C -0.149
49 C -0.101
50 C -0.088
51 C -1.479
52 C -0.128
53 C -0.099
54 C -0.158
55 C -0.131
56 C -0.163
57 C -0.122
58 C -0.110
59 C -0.004
60 C -0.088
61 C -0.127
62 C -0.109
63 C -0.103
64 H 0.060
65 H 0.102
66 H 0.049
67 H 0.068
68 H 0.081
69 H 0.061
70 H 0.062
71 H 0.077
72 H 0.066
73 H 0.087
74 H 0.083
75 H 0.097
76 H 0.067
77 H 0.071
78 H 0.088
79 H 0.078
80 H 0.079
81 H 0.077
82 H 0.070
83 H -0.041
84 H 0.090
85 H 0.078
86 H 0.073
87 H 0.067
88 H 0.063
89 H 0.081
90 H 0.078
91 H 0.089
92 H 0.050
93 H 0.072
94 H 0.082
95 H 0.082
96 H 0.065
97 H 0.045
98 H 0.066
99 H 0.059

No. 2
# C39H44AsN5O4S2Ta

A molecular structure, C39H44AsN5O4S2Ta (wB97M-V/def2-TZVPD, OMol25).

Calculated values
Energy relative to the best compared isomer or geometry (same formula, charge and spin): 0.0 kcal/mol
Kohn-Sham gap: 6.216 eV
Highest occupied orbital energy: -15.58 eV
E_LUMO: -9.36 eV

Structure (ORCA input):
```
! RIJCOSX wB97M-V def2-TZVPD def2/J DEFGRID3
* xyz 3 1
Ta -0.86348 1.39813 0.31952
As 1.21509 0.40044 1.93523
S -1.36065 2.09495 2.58164
S -1.20179 -2.42924 -1.65246
O -1.96624 -1.20532 -1.87601
O -1.19426 -0.57734 0.92961
O 0.22363 -2.28301 -1.48418
O -2.86597 0.59814 0.29191
N -1.75299 -3.09821 -0.28303
N 0.80066 0.63907 -1.22733
N -1.64762 1.63864 -1.80752
N 0.59299 3.05995 -0.08144
N -1.96422 3.44396 0.24893
C -2.68015 -4.06513 -4.98511
C -2.47144 -0.51859 0.74867
C -3.32809 -1.67504 1.09070
C -0.60708 1.85522 -2.83568
C 4.08256 1.07236 2.14837
C 1.72673 -1.39433 1.45653
C 0.97244 -0.44212 4.71104
C -1.19985 -5.66074 -3.96738
C -1.11016 4.54008 0.78064
C 2.34479 -4.02575 0.78576
C -2.43504 -3.16701 -3.95916
C 3.53346 3.66681 3.00597
C 3.04900 -2.98206 0.20941
C -1.56566 -3.53718 -2.94168
C 1.01415 -2.44896 2.02937
C -2.42334 3.81717 -1.12981
C 2.76750 1.50728 2.26856
C -3.12819 -2.87243 0.12155
C -0.94237 -4.78423 -2.93533
C -0.73794 0.41978 6.16959
C 4.84889 3.24110 2.86308
C 0.38278 -0.37673 5.96490
C 2.78336 3.77112 -0.68806
C 0.28537 4.32331 0.28794
C 5.12143 1.94772 2.44142
C 1.21114 5.34246 0.20757
C 1.33041 -3.75814 1.69752
C -2.07277 -5.31839 -5.00685
C 2.74325 -1.66920 0.54218
C 0.37241 0.72563 -2.65876
C -2.36477 -6.29588 -6.10463
C 0.42055 0.28415 3.66255
C 2.49196 2.80472 2.70320
C 1.81362 2.79556 -0.58473
C -1.27836 1.16384 5.13118
C -0.68909 1.08612 3.87362
C 2.48271 5.05816 -0.27121
C -2.79904 2.57285 -1.88721
C 2.06329 1.37944 -1.00062
H 6.14577 1.60938 2.36147
H -1.05059 1.82973 -3.83245
H 4.30914 0.05349 1.86992
H -2.14096 1.79540 5.29807
H -2.78725 3.34927 0.84482
H -3.16365 -6.97375 -5.79656
H 0.93700 6.34702 0.50060
H -3.01950 -1.98280 2.09420
H -2.91576 -2.19928 -3.94507
H -0.09997 -0.21663 -2.91569
H 1.85439 -1.05111 4.55348
H 3.32304 4.66359 3.37139
H 1.46544 3.13160 2.84140
H -0.72020 -6.63100 -3.97504
H 0.96758 -0.35998 -1.04444
H 1.24134 0.85115 -3.30467
H 2.68049 1.36851 -1.90085
H -1.19175 0.47118 7.15006
H 3.22560 5.84206 -0.34142
H 3.33032 -0.88102 0.09263
H 3.75599 3.52697 -1.09387
H -3.03050 2.80935 -2.92669
H -2.00111 0.68242 -1.95824
H 0.80294 -0.94169 6.78571
H -1.59170 4.32465 -1.62132
H 2.59616 -5.04844 0.53862
H 0.80113 -4.57492 2.17265
H -3.35714 -3.78850 -5.78296
H -0.14444 2.83294 -2.69536
H -3.25064 4.52418 -1.06600
H -2.69049 -5.79110 -7.01186
H -3.71933 -2.71309 -0.77827
H -3.51975 -3.76225 0.61095
H -1.03529 -3.30041 0.40059
H -1.48628 5.50932 0.44886
H -4.37500 -1.38034 1.11683
H -3.66653 2.08278 -1.44837
H -0.26569 -5.06059 -2.13642
H 3.84725 -3.18603 -0.49142
H 0.23523 -2.25368 2.75551
H 2.64381 0.89315 -0.21898
H -1.49153 -6.90396 -6.33483
H -1.13449 4.52815 1.86910
H 5.66332 3.91118 3.10391
*
```

In elementary charge units, the Löwdin charges are:
1 Ta 1.652
2 As 1.332
3 S 0.778
4 S 0.684
5 O -0.329
6 O -0.213
7 O -0.277
8 O -0.101
9 N -0.112
10 N -0.110
11 N -0.155
12 N 0.004
13 N -0.190
14 C -0.009
15 C -0.564
16 C -0.023
17 C -0.141
18 C -0.082
19 C -0.350
20 C -0.067
21 C -0.005
22 C -0.157
23 C -0.037
24 C -0.044
25 C -0.056
26 C -0.042
27 C -0.304
28 C -0.119
29 C -0.135
30 C -0.359
31 C -0.152
32 C -0.042
33 C -0.027
34 C -0.040
35 C -0.028
36 C 0.034
37 C -0.248
38 C -0.040
39 C 0.037
40 C -0.057
41 C -0.232
42 C -0.120
43 C -0.137
44 C -0.023
45 C -0.402
46 C -0.121
47 C -0.251
48 C -0.080
49 C -0.605
50 C 0.027
51 C -0.139
52 C -0.142
53 H 0.123
54 H 0.151
55 H 0.099
56 H 0.117
57 H 0.112
58 H 0.103
59 H 0.143
60 H 0.148
61 H 0.111
62 H 0.105
63 H 0.123
64 H 0.120
65 H 0.089
66 H 0.130
67 H 0.081
68 H 0.144
69 H 0.149
70 H 0.128
71 H 0.141
72 H 0.089
73 H 0.145
74 H 0.147
75 H 0.090
76 H 0.126
77 H 0.129
78 H 0.125
79 H 0.123
80 H 0.128
81 H 0.124
82 H 0.152
83 H 0.089
84 H 0.132
85 H 0.139
86 H 0.107
87 H 0.150
88 H 0.147
89 H 0.132
90 H 0.120
91 H 0.125
92 H 0.104
93 H 0.070
94 H 0.092
95 H 0.095
96 H 0.123

Look up the Kohn-Sham gap of the first one.
7.598 eV